1.
The following is a quantum chemistry calculation of 12 unconnected molecules or ions with the total composition C7H34O12 in a non-equilibrium geometry, from the Open Molecules 2025 dataset.

The geometry in ORCA input format:
```
! wB97M-V def2-TZVPD RIJCOSX def2/J DEFGRID3
* xyz 0 1
O 1.831 -1.155 -4.491
H -0.259 3.819 -3.617
H -0.202 -3.409 3.325
H -1.116 2.617 0.164
C -0.485 1.729 0.490
H -0.734 3.786 -2.166
H 2.584 -3.727 1.129
O 0.378 -2.253 -1.911
O -0.919 -3.177 3.898
H 0.105 -2.395 1.480
O 3.198 0.970 -1.733
H 2.572 1.251 -1.036
H -3.428 -0.785 2.244
C -2.031 -1.224 0.606
H -2.755 0.848 -1.063
H 0.617 3.430 1.553
O 1.547 2.687 0.009
H 1.426 -0.294 -4.339
C -0.878 -0.640 1.351
H 2.843 -1.489 -1.597
H -0.299 0.852 2.482
H 1.883 -1.572 -3.640
H -2.084 1.053 1.899
H -1.423 1.160 -3.374
H 1.785 -1.802 -0.665
H 4.863 -0.581 1.031
C 0.684 2.549 0.867
H -1.632 -1.994 -0.082
H -4.031 -2.158 1.285
O -0.723 3.286 -2.981
H -2.619 -2.269 2.414
C -0.980 0.912 1.612
C -3.102 -1.683 1.636
H -2.403 -0.594 -0.162
H -3.331 1.979 0.157
O -3.212 1.575 -0.680
H 3.659 0.619 0.609
H -3.096 3.591 1.686
H -0.054 -1.916 -2.692
H 4.036 1.075 -1.249
H -0.551 1.088 -2.172
O 2.827 -3.866 0.206
O 2.683 -1.423 -0.635
H -0.828 -2.288 4.265
H 0.942 -0.975 2.427
H 0.539 -3.187 -1.983
H 3.190 -2.948 0.031
O -1.074 0.517 -2.738
C 0.141 -1.338 1.813
H -0.360 1.113 -0.382
O -2.352 4.165 1.481
H -1.826 4.204 2.273
O 4.455 0.267 0.962
*
```

The calculation puts the energy relative to the best compared isomer or geometry (same formula, charge and spin) at 125.58 kcal/mol. For the total energy, the calculation gives -32377.027 eV. The HOMO energy is -9.943 eV. The value obtained for the orbital gap is 0.363 Eh. As for the SMILES: C=C(CC)CCC=O.O.O.O.O.O.O.O.O.O.O.O.

Atom charges from the Löwdin analysis, given in e for atoms 1 to 4: -0.041 0.047 0.006 0.120

---

2.
The following is a quantum chemistry calculation of 16 unconnected molecules or ions with the total composition C7H35BO23 in a non-equilibrium geometry, from the Open Molecules 2025 dataset.

The geometry in ORCA input format:
```
! wB97M-V def2-TZVPD RIJCOSX def2/J DEFGRID3
* xyz -2 1
C 2.509 3.088 0.908
H -2.662 2.317 2.002
H -5.962 -0.426 1.611
H 3.698 -1.998 -2.089
C -2.092 -0.579 1.221
H -1.938 -3.270 -2.800
O -2.147 2.947 2.507
H -4.907 1.739 0.567
H 0.103 1.880 2.008
H 4.581 1.901 -2.487
O -0.081 -0.029 -1.449
H -5.219 2.349 1.917
H -4.883 -2.779 -0.185
H 0.891 2.145 -3.824
H -3.342 -3.695 2.618
O -1.048 -1.952 -0.371
C 1.666 3.369 2.122
O 1.665 0.782 -2.616
O -1.661 -4.170 -2.630
H 1.527 -1.300 -5.114
H -3.794 -1.178 4.748
O -4.415 -0.890 4.080
O 1.069 -1.544 -4.310
H 0.630 -0.741 -4.030
O 5.089 1.273 -1.973
O 3.695 2.970 -3.479
C 1.197 0.202 -1.641
H -5.325 -4.108 -0.758
O -3.499 -4.174 3.432
H 4.927 -2.471 -0.492
H 4.181 -2.894 1.812
H -1.600 -4.226 -1.676
H 3.081 2.163 0.828
H 0.214 3.398 -4.337
O -5.664 -3.299 -0.375
O 3.464 -2.311 2.061
H -2.806 -4.833 3.460
O 0.897 4.504 2.158
O 3.240 -0.385 -0.353
H 2.880 2.907 -3.976
O 5.564 -1.835 -0.167
H 4.431 0.728 -1.542
H -6.284 0.375 0.368
B -0.291 -0.707 -0.203
O -2.765 -2.898 0.968
O 1.079 -0.948 0.329
C -1.985 -1.980 0.617
H 1.650 1.180 2.464
C 1.017 2.061 2.573
H -3.869 -0.489 3.403
C 1.993 -0.395 -0.469
H 0.736 2.116 3.625
H 3.337 -1.747 1.298
H 5.034 -1.098 0.138
O 0.855 2.730 -4.580
H 3.871 3.909 -3.423
H 1.985 3.026 -0.046
O -4.586 2.382 1.199
H 2.482 3.455 2.839
O -1.143 0.148 0.664
H 3.286 -1.120 -3.252
O 3.863 -1.848 -3.020
H 3.222 3.891 0.722
H -1.951 2.493 3.327
O -3.016 -0.155 1.898
O -6.673 0.046 1.178
*
```

The calculation puts the energy relative to the best compared isomer or geometry (same formula, charge and spin) at 27.38 kcal/mol. For the total energy, the calculation gives -55602.024 eV. The HOMO energy is -0.261 eV. The value obtained for the orbital gap is 0.136 Eh.

Atom charges from the Löwdin analysis, given in e for atoms 1 to 4: -0.119 -0.029 0.025 -0.002

---

3.
The following is a quantum chemistry calculation of 12 unconnected molecules or ions with the total composition C7H36O12 in a non-equilibrium geometry, from the Open Molecules 2025 dataset.

The geometry in ORCA input format:
```
! wB97M-V def2-TZVPD RIJCOSX def2/J DEFGRID3
* xyz 0 1
H 0.578 -2.706 -0.171
H -3.222 0.603 0.431
C 0.531 2.386 -1.297
H 1.730 -1.144 1.007
H -0.441 -0.540 3.246
H 0.570 3.844 1.064
O -0.350 -3.140 1.179
H -2.181 -3.263 -1.189
H -3.721 -3.400 -1.157
H -0.343 -1.877 -1.744
H -0.087 -2.787 1.995
H -2.297 2.964 3.719
H -1.969 1.881 2.705
H 1.486 -3.490 -1.023
H -0.973 2.490 -2.907
O 1.090 -2.617 -1.015
O 2.247 -1.189 -2.818
H -1.694 -0.643 2.213
H -1.234 -2.711 0.990
H -1.033 -1.762 -3.163
H 3.307 -1.063 1.942
O -0.134 -1.243 -4.740
H 0.463 -1.964 -4.382
O -1.487 -0.364 3.086
O -3.029 -3.097 -0.721
O 1.101 4.541 0.704
H 3.780 -0.406 -0.318
H 1.102 3.342 -1.066
H 2.454 2.262 0.574
H 2.473 1.194 2.737
C 2.518 -0.404 1.447
H 2.856 -0.431 -2.498
H 0.242 -0.467 -4.330
H 4.216 0.736 0.915
H -4.148 1.752 0.376
H 3.328 2.105 -0.791
O -1.179 -2.043 -2.265
C 2.550 1.551 -0.256
C 3.313 0.323 0.295
O 1.221 -0.343 3.320
C 1.257 1.291 -0.946
H -1.457 3.287 -1.168
H 0.880 1.047 2.011
H -3.203 -1.636 0.956
H -2.096 -1.268 -0.181
O -2.159 2.748 2.796
H -1.377 1.537 -1.530
O -2.504 -1.046 0.667
H 0.577 5.289 0.660
C 1.758 0.531 2.307
H 1.970 -1.240 -1.822
O -3.451 1.393 -0.164
H 0.892 0.287 -1.119
H 1.150 0.034 4.261
C -0.842 2.548 -1.794
*
```

The calculation puts the energy relative to the best compared isomer or geometry (same formula, charge and spin) at 104.18 kcal/mol. For the total energy, the calculation gives -32410.238 eV. The HOMO energy is -8.858 eV. The value obtained for the orbital gap is 0.335 Eh. As for the SMILES: C/C=C/CCCCO.O.O.O.O.O.O.O.O.O.O.O.

Atom charges from the Löwdin analysis, given in e for atoms 1 to 4: 0.014 0.029 -0.192 0.114

---

4.
The following is a quantum chemistry calculation of 13 unconnected molecules or ions with the total composition C7H38BF4O12 in a non-equilibrium geometry, from the Open Molecules 2025 dataset.

The geometry in ORCA input format:
```
! wB97M-V def2-TZVPD RIJCOSX def2/J DEFGRID3
* xyz -1 1
F 0.028 0.485 -0.068
H -1.901 0.855 -3.085
O 5.683 -1.043 -0.975
H -1.345 2.380 5.490
H 6.166 4.998 -3.047
H 1.646 -1.170 -5.310
H -4.908 1.001 2.721
H 2.044 -7.949 -1.997
H 2.213 4.890 -6.172
C -5.913 1.404 2.846
H 4.711 -4.714 0.900
H -2.913 5.092 -0.944
H 1.471 4.202 -4.750
H -0.026 -3.032 5.698
F 1.975 0.924 -1.138
H -6.524 -0.271 3.639
O -6.759 0.267 2.879
H 0.038 3.594 4.201
H 1.819 -1.025 -3.812
H -1.785 -3.146 0.664
H 0.467 5.180 -5.855
H -3.832 5.580 -3.601
O -2.283 0.998 -3.951
H 0.820 -6.738 -1.974
H 1.602 -3.071 5.333
H -6.130 1.992 1.953
H 1.772 -7.132 -0.523
O -2.450 -3.824 0.809
C -3.029 5.741 -1.812
O 1.102 -3.961 7.122
H -2.094 6.169 -2.174
O -3.801 5.046 -2.804
H -3.657 6.515 -1.371
F 1.781 -0.988 0.207
H 4.734 -1.031 -0.845
H -3.992 -2.970 -0.285
H 5.171 -5.339 2.199
O 5.454 -4.748 1.502
O 2.782 -6.013 -2.006
H 0.455 -3.819 7.817
O 6.214 4.101 -2.715
C -3.520 -3.942 -0.141
H -2.816 1.787 -3.850
H 5.796 -0.935 -1.919
H 0.293 2.840 -5.995
H 2.265 -5.267 -2.320
H 0.379 2.812 6.074
O 0.932 3.313 -6.532
H 5.332 3.917 -2.391
C 0.942 -2.966 6.194
H 1.019 -1.952 6.587
B 1.430 0.369 0.030
F 1.814 1.021 1.110
H -1.106 3.545 6.730
C -0.636 3.131 5.838
O 1.785 -1.679 -4.511
H -4.285 -4.652 0.174
H -3.099 -4.381 -1.045
C 1.285 4.463 -5.792
C 1.819 -6.960 -1.599
H -5.964 2.011 3.750
O -0.471 4.098 4.841
*
```

The calculation puts the energy relative to the best compared isomer or geometry (same formula, charge and spin) at 8.33 kcal/mol. For the total energy, the calculation gives -43996.151 eV. The HOMO energy is -8.244 eV. The value obtained for the orbital gap is 0.378 Eh.

Atom charges from the Löwdin analysis, given in e for atoms 1 to 4: 0.059 0.033 -0.053 0.077